# 1
{
  "formula": "C28H48N6O4PPdS3",
  "method": "wB97M-V/def2-TZVPD",
  "charge": 1,
  "fmax_ev_per_a": 1.72,
  "lumo_ha": [-0.1385, -0.1386],
  "e_above_lowest_ev": 1.3808,
  "species": ["Pd", "C", "C", "N", "C", "C", "S", "C", "C", "S", "C", "N", "C", "H", "H", "H", "H", "H", "H", "H", "H", "C", "C", "C", "C", "P", "N", "C", "C", "C", "C", "C", "C", "C", "C", "H", "H", "H", "H", "H", "H", "H", "H", "H", "H", "H", "H", "H", "H", "H", "H", "H", "H", "H", "H", "H", "H", "H", "H", "H", "H", "H", "C", "C", "S", "O", "O", "C", "C", "N", "C", "N", "C", "C", "N", "O", "O", "C", "H", "H", "H", "H", "H", "H", "H", "H", "H", "H", "H", "H", "H"],
  "coordinates": [[1.6952, -1.1284, 0.7529], [4.3982, -2.4124, -1.1965], [4.7038, -1.8670, 0.1550], [3.8021, -1.6446, 1.0774], [4.3611, -1.2337, 2.2602], [5.7089, -1.0764, 2.2056], [6.2910, -1.5145, 0.6607], [3.5109, -1.1400, 3.4491], [3.9031, -0.6670, 4.6623], [2.6589, -0.9004, 5.7997], [1.6991, -1.6513, 4.5915], [2.2468, -1.6820, 3.4074], [0.3596, -2.2205, 4.9181], [3.4111, -2.8788, -1.1747], [5.1359, -3.1569, -1.4882], [4.3987, -1.6329, -1.9512], [6.3777, -0.7969, 2.9951], [4.8369, -0.2196, 4.9367], [0.3467, -2.6346, 5.9246], [0.1258, -3.0134, 4.2089], [-0.4193, -1.4593, 4.8641], [3.2372, 3.6742, -2.1774], [3.1931, 2.4083, -1.3108], [4.0408, 1.3304, -1.9816], [3.8770, 2.6976, 0.0310], [1.4589, 1.7339, -1.0260], [1.5149, 0.7902, 0.2916], [0.8315, 0.8380, -2.5256], [-0.6611, 0.5380, -2.3438], [1.0092, 1.5889, -3.8522], [1.5177, -0.5365, -2.6169], [0.2919, 3.1010, -0.5019], [0.9907, 3.9941, 0.5373], [-0.9047, 2.4863, 0.2535], [-0.2072, 3.9970, -1.6385], [4.2839, 3.9285, -2.3581], [2.7823, 4.5290, -1.6861], [2.7665, 3.5450, -3.1467], [5.0835, 1.6495, -1.9366], [3.7919, 1.1779, -3.0296], [3.9561, 0.3869, -1.4502], [4.9269, 2.9008, -0.1850], [3.8175, 1.8459, 0.7062], [3.4748, 3.5662, 0.5395], [-1.2860, 1.4207, -2.4028], [-0.8535, 0.0293, -1.3979], [-0.9609, -0.1261, -3.1558], [0.5542, 2.5768, -3.8590], [0.5211, 1.0002, -4.6306], [2.0528, 1.6843, -4.1353], [1.5053, -1.0793, -1.6440], [2.5413, -0.4806, -2.9651], [0.9611, -1.1339, -3.3418], [1.4134, 3.4096, 1.3514], [0.2306, 4.6545, 0.9567], [1.7620, 4.6262, 0.1070], [-0.5659, 1.9525, 1.1389], [-1.5135, 1.8169, -0.3405], [-1.5427, 3.3107, 0.5772], [0.6004, 4.4251, -2.2264], [-0.7521, 4.8277, -1.1885], [-0.8942, 3.4930, -2.3147], [-8.6815, -3.6322, -0.1923], [-7.3551, -3.3795, 0.5072], [-6.3648, -2.2657, -0.4505], [-5.7963, -2.9867, -1.5643], [-7.1054, -1.0536, -0.6775], [-5.0021, -1.8591, 0.6209], [-3.9878, -1.0687, -0.1917], [-2.6944, -0.9830, 0.4862], [-1.6010, -1.7048, 0.1377], [-0.5617, -1.4129, 0.9046], [-0.9749, -0.4507, 1.7752], [-2.2839, -0.1862, 1.5365], [-3.1163, 0.7614, 2.2022], [-2.6118, 1.3720, 3.1136], [-4.2457, 0.9018, 1.7865], [-1.5814, -2.7266, -0.9421], [-9.2700, -4.3270, 0.4041], [-8.5261, -4.0711, -1.1742], [-9.2402, -2.7083, -0.3059], [-6.7716, -4.2912, 0.6163], [-7.4935, -2.9195, 1.4833], [-4.5806, -2.7975, 0.9788], [-5.3804, -1.2705, 1.4551], [-4.3546, -0.0620, -0.3923], [-3.8008, -1.5684, -1.1416], [-0.3208, 0.0169, 2.4931], [-1.7682, -2.2870, -1.9198], [-2.3322, -3.4991, -0.7774], [-0.5959, -3.1891, -0.9515]],
  "forces_ev_per_a": [[-0.4, 0.1, 0.1], [-0.1, -0.1, 0.0], [0.0, 0.0, -0.2], [-0.4, 0.5, -0.6], [0.2, 0.2, 0.3], [-0.1, -0.1, 0.0], [0.0, 0.0, 0.1], [0.2, 0.1, 0.1], [-0.2, 0.0, -0.1], [0.1, -0.1, 0.0], [-0.2, 0.0, -0.2], [0.0, -0.2, 0.3], [-0.1, 0.0, -0.1], [0.1, 0.1, 0.0], [0.0, 0.0, 0.0], [0.0, 0.1, -0.1], [0.1, 0.0, 0.1], [0.2, 0.1, 0.0], [0.0, 0.0, 0.0], [0.0, 0.0, 0.0], [0.0, 0.0, 0.0], [0.2, 0.0, 0.1], [-0.3, 0.4, -0.4], [0.1, 0.0, -0.1], [0.0, 0.0, 0.1], [0.7, -1.0, 1.3], [-0.3, -0.6, 0.0], [-0.1, 0.0, -0.2], [0.0, -0.1, 0.1], [0.0, -0.2, 0.0], [-0.1, -0.3, 0.3], [-0.1, 0.0, 0.3], [0.0, 0.0, 0.0], [0.1, 0.2, 0.0], [0.0, -0.1, -0.1], [0.0, 0.0, 0.0], [0.0, 0.1, 0.0], [-0.1, 0.0, -0.1], [0.0, 0.0, 0.0], [0.0, 0.0, 0.0], [0.0, -0.1, 0.1], [0.1, 0.0, 0.0], [0.0, -0.1, 0.0], [0.0, 0.0, 0.0], [-0.1, 0.2, 0.0], [0.1, 0.1, -0.1], [-0.1, 0.0, 0.0], [0.0, 0.0, 0.1], [0.0, 0.0, -0.1], [0.1, 0.0, 0.0], [0.0, 0.3, -0.6], [0.1, 0.0, 0.0], [0.0, -0.1, 0.0], [0.0, 0.0, 0.0], [0.0, 0.0, 0.0], [0.0, 0.0, 0.0], [0.1, 0.1, -0.1], [0.0, -0.1, -0.1], [0.0, 0.1, 0.0], [0.1, 0.0, 0.0], [0.0, 0.0, 0.0], [0.0, -0.1, 0.0], [0.0, -0.1, 0.0], [0.0, -0.1, 0.0], [-0.1, 0.1, -0.2], [0.0, 0.0, 0.0], [0.0, 0.0, -0.1], [0.0, 0.1, 0.2], [0.0, 0.1, -0.1], [0.5, -0.2, -0.1], [-0.3, -0.3, -0.2], [0.7, 0.8, 0.0], [-0.3, 0.0, 0.3], [0.0, -0.2, 0.1], [0.4, -0.1, -0.2], [0.1, 0.2, 0.4], [-0.6, 0.1, 0.0], [0.1, 0.0, 0.0], [0.0, 0.0, 0.0], [0.0, 0.0, -0.1], [0.0, 0.1, 0.0], [0.1, -0.1, 0.0], [0.0, 0.1, 0.1], [0.1, -0.1, 0.0], [0.0, 0.0, 0.0], [0.0, -0.2, 0.0], [-0.1, 0.0, 0.0], [-0.1, -0.1, 0.0], [0.0, 0.1, -0.1], [0.0, 0.0, 0.0], [0.0, 0.0, 0.0]]
}

=====

# 2
{
  "formula": "C28H49BN8O2S4SbTc",
  "method": "wB97M-V/def2-TZVPD",
  "fmax_ev_per_a": 0.90,
  "spin_multiplicity": 3,
  "s2": 2.0468,
  "lumo_ha": [-0.0549, -0.0910],
  "species": ["Tc", "C", "C", "C", "C", "N", "N", "B", "N", "N", "C", "C", "C", "C", "C", "C", "C", "C", "N", "N", "C", "C", "C", "C", "C", "C", "C", "C", "C", "C", "C", "C", "H", "H", "H", "H", "H", "H", "H", "H", "H", "H", "H", "H", "H", "H", "H", "H", "H", "H", "H", "H", "H", "H", "H", "H", "H", "H", "H", "H", "H", "H", "H", "H", "H", "H", "H", "H", "H", "H", "H", "H", "S", "Sb", "S", "S", "C", "N", "C", "N", "S", "H", "H", "H", "H", "H", "H", "C", "C", "O", "O", "H", "H", "H"],
  "coordinates": [[0.8217, -0.6453, 0.4933], [-0.1397, 4.6668, -0.3498], [0.5148, 3.3683, -0.7029], [1.4707, 3.1466, -1.6612], [1.7903, 1.7848, -1.6256], [1.0552, 1.2079, -0.6440], [0.2731, 2.1993, -0.0982], [-0.8085, 2.0034, 0.9828], [-0.1525, 1.6847, 2.3230], [0.7460, 0.6714, 2.4392], [1.1064, 0.6289, 3.7344], [0.4344, 1.6578, 4.4222], [-0.3473, 2.3042, 3.4979], [-1.2781, 3.4578, 3.7081], [2.1029, -0.2963, 4.4236], [3.5250, 0.2586, 4.2369], [2.0293, -1.7486, 3.9405], [1.8024, -0.3066, 5.9330], [-1.8237, 0.9420, 0.5241], [-1.4797, -0.2593, -0.0462], [-2.6306, -0.8254, -0.4549], [-3.7021, 0.0209, -0.1132], [-3.1566, 1.1279, 0.4764], [-3.8704, 2.3381, 0.9890], [-2.9057, -2.1494, -1.1612], [-3.8452, -2.9824, -0.2751], [-3.6249, -1.8431, -2.4847], [-1.6672, -2.9736, -1.4591], [2.8760, 1.2711, -2.5889], [2.5204, 1.7415, -4.0120], [3.1105, -0.2468, -2.6403], [4.1963, 1.9505, -2.1750], [0.3096, 5.4566, -0.9481], [-1.2107, 4.6463, -0.5533], [-0.0032, 4.9093, 0.7043], [1.8885, 3.8921, -2.3199], [-1.3931, 3.0351, 1.1139], [0.5056, 1.9010, 5.4707], [-1.2230, 3.7721, 4.7490], [-1.0231, 4.3103, 3.0760], [-2.3111, 3.1838, 3.4914], [3.8118, 0.2767, 3.1878], [3.5927, 1.2757, 4.6296], [4.2412, -0.3716, 4.7757], [2.1956, -1.8439, 2.8706], [2.8014, -2.3331, 4.4493], [1.0565, -2.1891, 4.1727], [2.0285, 0.6541, 6.4033], [0.7553, -0.5544, 6.1282], [2.4252, -1.0668, 6.4113], [-4.7512, -0.1487, -0.2973], [-4.9418, 2.1906, 0.8696], [-3.6651, 2.5136, 2.0451], [-3.5835, 3.2378, 0.4410], [-4.7834, -2.4625, -0.0666], [-4.0850, -3.9182, -0.7882], [-3.3643, -3.2338, 0.6746], [-4.5509, -1.2863, -2.3142], [-2.9869, -1.2572, -3.1456], [-3.8791, -2.7829, -2.9851], [-1.1870, -3.3376, -0.5512], [-1.9469, -3.8405, -2.0662], [-0.9627, -2.3761, -2.0311], [1.6055, 1.2657, -4.3626], [2.3921, 2.8246, -4.0672], [3.3366, 1.4637, -4.6853], [2.2037, -0.7991, -2.4167], [3.4280, -0.5339, -3.6463], [3.8984, -0.5353, -1.9453], [4.1466, 3.0363, -2.2762], [4.4426, 1.7121, -1.1362], [5.0043, 1.5836, -2.8155], [3.7829, -4.0664, 1.5720], [3.6336, -2.6694, -0.2148], [3.0553, -0.4689, 0.7346], [1.2340, -2.4953, -0.7790], [-1.2684, -1.4283, -6.6743], [-0.3777, -2.2625, -5.8842], [0.0956, -1.9747, -4.6484], [0.9304, -2.9100, -4.1374], [-0.2718, -0.5857, -3.7797], [-0.8427, -1.2558, -7.6641], [-1.3866, -0.4789, -6.1649], [-2.2498, -1.8942, -6.7834], [-0.1142, -3.1459, -6.2864], [0.9843, -3.8290, -4.5487], [1.1696, -2.8307, -3.1508], [-2.1279, -1.7226, 2.9857], [-1.0695, -2.4727, 2.2298], [-1.0643, -3.6666, 2.0840], [-0.1081, -1.6666, 1.7691], [-2.7122, -2.4198, 3.5815], [-2.7826, -1.2230, 2.2634], [-1.6707, -0.9589, 3.6182]],
  "forces_ev_per_a": [[0.3, 0.1, 0.3], [0.0, -0.1, 0.0], [0.1, 0.1, 0.0], [0.1, 0.1, -0.2], [0.1, 0.1, 0.0], [-0.3, 0.0, 0.0], [-0.1, 0.0, -0.1], [0.0, -0.1, -0.1], [0.0, 0.0, -0.1], [-0.3, 0.4, 0.0], [0.0, 0.1, 0.1], [0.1, -0.1, 0.2], [-0.1, 0.0, 0.0], [0.1, -0.1, -0.1], [0.0, 0.0, -0.1], [0.0, -0.1, 0.0], [0.0, 0.0, 0.0], [0.0, 0.0, 0.0], [0.1, 0.0, -0.1], [0.1, 0.1, -0.2], [0.0, 0.0, 0.1], [-0.1, -0.1, -0.2], [0.0, 0.0, 0.1], [0.1, 0.0, 0.0], [0.0, 0.0, 0.1], [0.0, -0.1, 0.1], [-0.1, 0.1, 0.0], [0.0, 0.0, 0.0], [0.0, -0.1, 0.2], [0.0, 0.1, 0.0], [-0.2, 0.2, 0.0], [0.0, -0.1, 0.1], [0.0, 0.0, 0.0], [0.0, 0.0, 0.0], [0.0, 0.0, 0.0], [-0.1, -0.1, 0.1], [0.0, -0.1, -0.1], [0.0, 0.0, -0.1], [0.0, 0.0, 0.0], [0.0, 0.0, 0.0], [0.0, 0.0, 0.0], [0.0, 0.0, 0.0], [0.0, 0.0, 0.0], [-0.1, 0.1, 0.0], [0.0, 0.0, 0.1], [-0.1, 0.0, 0.0], [0.1, 0.0, 0.0], [0.0, -0.1, 0.0], [0.1, 0.0, 0.0], [0.0, 0.1, 0.0], [0.1, 0.0, 0.0], [0.0, 0.0, 0.0], [0.0, 0.0, 0.0], [0.0, 0.0, 0.0], [0.1, 0.0, 0.0], [0.0, 0.0, 0.0], [-0.1, 0.0, -0.1], [0.1, -0.1, 0.0], [0.0, 0.0, 0.0], [0.0, 0.1, 0.0], [-0.1, 0.0, 0.0], [0.0, 0.0, 0.1], [0.0, 0.0, 0.0], [0.0, 0.0, 0.0], [0.0, -0.1, 0.0], [0.0, 0.0, 0.0], [0.0, 0.0, -0.1], [0.0, 0.0, 0.1], [0.0, 0.0, 0.0], [0.0, 0.0, 0.0], [0.0, 0.0, -0.1], [0.0, 0.0, 0.0], [0.0, -0.2, 0.2], [-0.7, 0.6, -0.1], [-0.1, -0.4, 0.2], [0.3, -0.3, -0.2], [0.1, -0.1, 0.1], [-0.1, 0.2, 0.1], [-0.1, 0.0, -0.1], [0.1, -0.1, 0.2], [-0.1, 0.0, -0.3], [0.0, 0.0, 0.0], [0.0, 0.1, 0.1], [0.0, 0.0, 0.0], [0.1, 0.0, 0.0], [0.0, 0.1, 0.0], [-0.1, 0.0, -0.3], [-0.1, 0.1, 0.1], [0.0, 0.0, -0.2], [0.2, 0.1, -0.1], [0.5, -0.3, 0.3], [0.0, 0.0, 0.0], [0.1, 0.0, 0.1], [0.0, 0.0, 0.0]]
}